Record 1
2 unconnected molecules or ions with the total composition C6H10N3, computed with ωB97M-V/def2-TZVPD.

Geometry as XYZ:
```
19
C6H10N3 | OMol25 | ωB97M-V/def2-TZVPD
C -2.02 1.20 -0.05
C -2.86 0.14 -0.24
C -0.86 -0.68 0.11
C 0.47 -1.27 0.36
C 1.32 0.03 0.59
C 2.55 0.15 -0.31
N -0.78 0.66 0.17
N -2.13 -1.01 -0.13
N 0.41 1.15 0.48
H -2.21 2.25 -0.07
H -3.91 0.13 -0.43
H 0.48 -1.90 1.25
H 0.83 -1.87 -0.47
H 1.66 0.07 1.63
H 3.46 0.26 0.27
H 2.42 1.06 -0.92
H 2.65 -0.71 -0.97
H -2.50 -1.95 -0.20
H 1.02 2.30 -1.07
```

Output
Orbital gap (spin up / spin down) (eV): 8.123 / 9.202
Net charge: +1
E_HOMO (spin up / spin down) (eV): -13.33 / -13.25
M (g/mol): 124.167
Multiplicity: 1
Energy above the lowest of the compared OMol25 structures with the same formula, charge and spin (kJ/mol): 453.5
Max |F| (Eh/bohr): 0.0490

Results of the Löwdin charge analysis, in e, for atoms 1 through 5: C 0.031; C -0.009; C -0.170; C -0.002; C -0.336



Record 2
A gas-phase ion, C6H10N3O2 (charge +1), computed with ωB97M-V/def2-TZVPD.

Geometry as XYZ:
```
21
C6H10N3O2 | OMol25 | ωB97M-V/def2-TZVPD
C 1.41 0.83 1.12
C 1.12 1.04 -0.15
C 0.13 0.17 -0.72
C -0.51 -0.65 0.15
C 1.92 2.06 -0.95
C -2.77 -1.70 0.25
N 0.82 -0.07 1.92
N -0.13 -0.89 1.51
N -0.24 0.01 -2.02
O -0.57 -1.65 2.35
O -1.49 -1.38 -0.41
H 2.37 1.30 1.56
H 1.26 2.88 -1.29
H 2.51 1.58 -1.78
H 2.67 2.60 -0.40
H -3.09 -2.74 -0.01
H -3.47 -1.01 0.01
H -2.52 -1.62 1.30
H 1.21 -0.32 2.81
H 0.20 0.29 -2.94
H -0.84 -0.75 -2.31
```

Output
Orbital gap (spin up / spin down) (eV): 8.517 / 8.516
Net charge: +1
E_HOMO (spin up / spin down) (eV): -13.06 / -13.06
M (g/mol): 156.165
Multiplicity: 1
Energy above the lowest of the compared OMol25 structures with the same formula, charge and spin (kJ/mol): 434.2
Max |F| (Eh/bohr): 0.1068

Results of the Löwdin charge analysis, in e, for atoms 1 through 5: C -0.015; C -0.175; C -0.159; C -0.132; C -0.018



Record 3
A gas-phase ion, C6H10N3OS (charge +1), computed with ωB97M-V/def2-TZVPD.

Geometry as XYZ:
```
21
C6H10N3OS | OMol25 | ωB97M-V/def2-TZVPD
C 2.06 0.94 1.65
C 2.40 1.17 0.38
C 0.03 0.57 -2.22
C -0.06 0.13 0.73
C -2.60 -0.43 -0.25
C 0.81 -0.50 -0.15
N 0.68 0.59 2.08
N 0.65 -0.45 -1.54
N 2.84 1.16 -0.70
O -0.45 1.47 -1.61
S -1.68 0.71 0.83
H 2.80 1.21 2.39
H 0.28 0.44 -3.32
H -2.69 0.00 -1.27
H -3.59 -0.70 0.09
H -2.02 -1.33 -0.23
H 1.76 -0.94 0.07
H 0.19 1.33 2.51
H 1.19 -1.21 -2.09
H 2.91 1.98 -1.29
H 0.60 -0.29 2.75
```

Output
Orbital gap (eV): 8.865
Net charge: +1
E_HOMO (eV): -12.15
M (g/mol): 172.233
Multiplicity: 1
Energy above the lowest of the compared OMol25 structures with the same formula, charge and spin (kJ/mol): 364.5
Max |F| (Eh/bohr): 0.0871

Results of the Löwdin charge analysis, in e, for atoms 1 through 5: C -0.059; C -0.201; C -0.342; C -0.491; C -0.316



Record 4
2 unconnected molecules or ions with the total composition C6H10N4, computed with ωB97M-V/def2-TZVPD.

Geometry as XYZ:
```
20
C6H10N4 | OMol25 | ωB97M-V/def2-TZVPD
C -4.29 -1.01 0.16
C -3.00 -0.27 0.10
C 5.30 -0.49 0.48
C 4.22 0.49 0.01
C 2.89 -0.05 -0.35
C 1.79 -0.49 -0.62
H -4.09 -2.09 0.16
H -4.95 -0.77 -0.70
H -4.84 -0.77 1.08
H -3.54 1.82 0.23
H 4.95 -1.23 1.21
H 5.74 -1.05 -0.36
H 6.10 0.09 0.93
H 4.08 1.31 0.74
H 4.58 0.97 -0.90
H 0.79 -0.81 -0.78
N -1.79 -0.77 -0.05
N -0.94 0.26 -0.12
N -1.57 1.36 -0.01
N -2.88 1.07 0.14
```

Output
Orbital gap (eV): 9.684
E_HOMO (eV): -9.09
M (g/mol): 138.174
Multiplicity: 1
Energy above the lowest of the compared OMol25 structures with the same formula, charge and spin (kJ/mol): 304.8
Max |F| (Eh/bohr): 0.0335

Results of the Löwdin charge analysis, in e, for atoms 1 through 5: C -0.021; C -0.399; C -0.118; C -0.288; C -0.150



Record 5
C6H10N4S2 in the gas phase, computed with ωB97M-V/def2-TZVPD.

Geometry as XYZ:
```
22
C6H10N4S2 | OMol25 | ωB97M-V/def2-TZVPD
C 0.47 -2.42 0.12
C 0.89 -1.03 0.28
C -0.22 2.03 -0.19
C -2.51 -1.30 -0.45
C 1.50 -3.49 -0.03
C -0.36 3.44 0.24
N -0.76 -2.74 0.07
N 0.01 1.11 0.66
N -0.01 -0.16 0.42
N -1.77 -1.97 0.32
S 2.65 -0.68 0.18
S -3.94 -0.51 0.17
H -0.28 1.82 -1.27
H -2.37 -1.15 -1.52
H 2.18 -3.49 0.83
H 2.10 -3.30 -0.92
H 1.02 -4.45 -0.12
H -1.23 3.89 -0.25
H 0.52 4.01 -0.07
H -0.47 3.50 1.31
H 2.51 0.62 0.46
H -3.74 -0.89 1.43
```

Output
Orbital gap (eV): 8.532
E_HOMO (eV): -8.13
M (g/mol): 202.308
Multiplicity: 1
Energy above the lowest of the compared OMol25 structures with the same formula, charge and spin (kJ/mol): 164.3
Max |F| (Eh/bohr): 0.0364

Results of the Löwdin charge analysis, in e, for atoms 1 through 5: C -0.357; C -0.582; C -0.202; C -0.600; C -0.078



Record 6
2 unconnected molecules or ions with the total composition C6H10N5O, computed with ωB97M-V/def2-TZVPD.

Geometry as XYZ:
```
22
C6H10N5O | OMol25 | ωB97M-V/def2-TZVPD
C -1.79 1.60 0.06
C -0.82 0.57 0.16
C -3.44 -0.07 -0.27
C -2.51 -1.20 0.26
C 3.87 1.42 0.22
C -0.02 -1.46 -0.10
N -2.98 1.30 -0.22
N 0.43 0.70 -0.01
N 4.25 0.23 -0.15
N -1.14 -0.78 0.07
N 0.98 -0.63 -0.12
O 3.51 -0.86 -0.14
H -1.54 2.60 0.14
H -3.61 -0.32 -1.41
H -4.45 -0.22 0.19
H -2.78 -1.32 1.28
H -2.79 -2.11 -0.07
H 4.55 2.27 0.16
H 2.86 1.74 0.58
H 0.20 -2.56 -0.19
H 5.13 -0.03 -0.45
H 2.10 -0.86 0.02
```

Output
Orbital gap (spin up / spin down) (eV): 10.150 / 10.150
Net charge: +1
E_HOMO (spin up / spin down) (eV): -13.50 / -13.50
M (g/mol): 168.180
Multiplicity: 1
Energy above the lowest of the compared OMol25 structures with the same formula, charge and spin (kJ/mol): 261.6
Max |F| (Eh/bohr): 0.0913

Results of the Löwdin charge analysis, in e, for atoms 1 through 5: C -0.054; C -0.258; C -0.167; C -0.090; C 0.131



Record 7
A gas-phase ion, C6H10NO (charge -1), computed with ωB97M-V/def2-TZVPD.

Geometry as XYZ:
```
18
C6H10NO | OMol25 | ωB97M-V/def2-TZVPD
C -1.02 0.65 1.94
O -1.71 0.02 2.89
C 0.11 -0.32 1.34
C 1.11 0.12 0.29
C 0.76 0.15 -1.18
C 1.51 -0.34 -2.17
C -1.54 -0.20 -1.27
N -0.56 0.57 -1.51
H -1.51 0.99 1.00
H -0.49 1.54 2.40
H -0.38 -1.25 1.08
H 0.70 -0.53 2.25
H 2.10 -0.31 0.29
H 1.18 1.22 0.48
H 2.41 -0.93 -2.09
H 1.20 -0.33 -3.20
H -2.51 0.17 -1.58
H -1.35 -1.22 -0.95
```

Output
Orbital gap (eV): 6.089
Net charge: -1
E_HOMO (eV): -2.39
M (g/mol): 112.152
Multiplicity: 1
Energy above the lowest of the compared OMol25 structures with the same formula, charge and spin (kJ/mol): 66.5
Max |F| (Eh/bohr): 0.0523

Results of the Löwdin charge analysis, in e, for atoms 1 through 5: C -0.575; O -0.360; C -0.229; C -0.182; C -0.389



Record 8
A molecular structure, C6H10NO, computed with ωB97M-V/def2-TZVPD.

Geometry as XYZ:
```
18
C6H10NO | OMol25 | ωB97M-V/def2-TZVPD
C -2.42 -0.83 0.04
O -3.28 0.14 0.35
C -0.93 -0.54 0.33
C -0.54 0.80 -0.23
C 0.70 1.54 -0.02
C 1.75 0.65 0.53
N 3.11 0.60 0.01
C 2.28 -0.47 -0.40
H -2.56 -1.73 0.72
H -2.58 -1.28 -0.98
H -0.97 -0.44 1.41
H -0.39 -1.47 0.14
H -1.54 1.29 -0.38
H 0.16 0.88 -1.16
H 1.07 2.39 -0.57
H 1.68 0.37 1.58
H 2.10 -0.46 -1.47
H 2.36 -1.44 0.09
```

Output
Orbital gap (spin up / spin down) (eV): 4.543 / 4.587
E_HOMO (spin up / spin down) (eV): -6.64 / -6.66
M (g/mol): 112.152
Multiplicity: 2
Energy above the lowest of the compared OMol25 structures with the same formula, charge and spin (kJ/mol): 599.2
⟨S²⟩: 0.755
Max |F| (Eh/bohr): 0.0571

Results of the Löwdin charge analysis, in e, for atoms 1 through 5: C -0.546; O -0.260; C -0.190; C -0.101; C 0.083



- Among the records above, which one has the lowest max |F|?
  C6H10N4